This record from OMol25 describes a molecular structure, C47H50FN5O3Pt. The level of theory is wB97M-V/def2-TZVPD.

Max |F|, eV/A: 0.5
Energy above the lowest of the compared OMol25 structures with the same formula, charge and spin, eV: 0.437
LUMO energy (spin up / spin down), eV: -0.22 / -1.87
Kohn-Sham gap (spin up / spin down), eV: 6.790 / 5.863
⟨S²⟩: 6.082
2S+1: 5
Molecular weight, g/mol: 947.03
Total charge: 0
HOMO energy (spin up / spin down), eV: -7.01 / -7.74

XYZ file:
```
107
Properties=species:S:1:pos:R:3:forces:R:3
Pt -0.774 0.596 1.001 -0.10 0.11 0.43
C -2.503 0.992 -6.231 0.02 0.01 0.03
C -2.367 0.805 -4.721 0.03 -0.03 0.00
C -2.225 -0.689 -4.380 0.01 0.01 0.00
C -1.216 1.558 -4.107 0.02 -0.01 -0.15
C -0.058 1.880 -4.858 -0.02 -0.01 0.01
C 1.091 2.419 -4.361 -0.05 0.00 0.03
C 1.267 2.768 -2.930 0.03 -0.07 0.06
C 0.019 2.451 -2.061 -0.02 0.03 0.00
C -0.434 3.605 -1.129 0.04 -0.02 -0.03
C -1.109 4.653 -2.023 0.00 -0.02 -0.01
C 0.616 4.298 -0.259 -0.01 -0.03 -0.04
C -1.218 1.853 -2.703 0.23 0.07 0.03
N -2.060 1.482 -1.810 -0.28 -0.05 0.17
C -3.312 0.981 -1.730 0.15 -0.07 0.04
O -4.309 1.474 -2.221 -0.11 0.07 -0.06
C -3.440 -0.258 -0.863 0.09 0.02 0.07
C -4.481 -1.112 -1.188 -0.05 -0.03 -0.02
C -4.624 -2.303 -0.497 -0.01 0.00 0.01
C -3.721 -2.597 0.506 -0.03 -0.04 -0.01
C -2.725 -1.681 0.803 -0.05 0.03 -0.08
N -2.583 -0.529 0.139 0.09 0.08 -0.28
C -1.778 -2.014 1.938 0.15 0.00 0.25
O -1.843 -3.135 2.432 -0.04 -0.01 0.00
N -1.007 -0.995 2.329 -0.18 -0.07 -0.23
C -0.131 -1.135 3.440 0.00 -0.05 0.04
C -0.544 -0.678 4.701 -0.04 0.02 -0.01
C 0.356 -0.779 5.757 0.03 -0.01 0.04
C 1.620 -1.320 5.587 -0.04 0.03 0.02
C 2.004 -1.770 4.339 0.01 0.00 -0.11
C 1.145 -1.678 3.247 0.10 -0.05 -0.09
C 1.575 -2.215 1.889 0.02 -0.06 0.08
C 3.016 -1.845 1.530 -0.01 -0.03 0.05
C 1.386 -3.737 1.834 0.01 0.02 -0.01
C -1.937 -0.153 5.024 -0.03 -0.05 -0.04
C -2.430 1.037 4.198 0.04 0.03 -0.05
C -2.976 -1.280 5.034 0.00 0.02 -0.02
H -3.429 0.528 -6.571 0.00 0.01 0.00
H -1.685 0.516 -6.777 -0.01 0.00 0.00
H -2.535 2.048 -6.505 0.00 -0.01 0.00
H -3.280 1.178 -4.256 -0.02 -0.01 0.01
H -1.331 -1.103 -4.854 -0.02 0.00 -0.01
H -3.093 -1.243 -4.744 0.01 0.00 0.01
H -2.134 -0.863 -3.306 0.00 0.00 -0.03
H -0.081 1.658 -5.918 -0.01 -0.01 0.01
H 1.920 2.593 -5.039 -0.01 0.01 0.03
H 1.653 3.782 -2.821 0.02 0.05 -0.02
H -1.191 3.187 -0.463 -0.01 0.00 0.04
H -0.396 5.063 -2.746 -0.03 0.00 0.02
H -1.478 5.483 -1.419 0.00 0.00 0.00
H -1.958 4.244 -2.575 0.03 0.01 0.01
H 1.481 4.634 -0.835 0.01 0.01 0.00
H 0.962 3.687 0.569 -0.03 0.01 -0.01
H 0.160 5.187 0.181 -0.01 -0.01 -0.01
H -5.154 -0.819 -1.981 0.01 0.00 0.00
H -5.426 -2.987 -0.741 0.02 0.00 0.00
H -3.749 -3.509 1.085 -0.01 0.01 0.00
H 0.050 -0.433 6.738 0.00 0.00 -0.01
H 2.300 -1.391 6.427 -0.01 0.00 -0.01
H 2.989 -2.202 4.212 0.01 0.01 -0.02
H 0.918 -1.776 1.134 0.04 0.03 0.01
H 3.731 -2.299 2.218 -0.01 -0.01 0.02
H 3.167 -0.766 1.559 0.02 0.01 -0.01
H 3.260 -2.216 0.531 -0.01 0.03 0.08
H 2.051 -4.226 2.552 -0.01 0.01 -0.02
H 1.624 -4.115 0.835 0.00 0.02 0.03
H 0.359 -4.007 2.078 0.02 -0.02 0.00
H -1.861 0.209 6.052 0.00 0.00 0.05
H -2.684 0.747 3.178 -0.02 -0.01 0.02
H -1.679 1.824 4.140 -0.01 -0.01 0.00
H -3.335 1.441 4.659 0.02 0.01 0.00
H -3.164 -1.666 4.031 0.02 0.02 0.05
H -3.923 -0.910 5.437 0.02 -0.01 -0.01
H -2.641 -2.117 5.648 -0.01 0.01 -0.01
O 0.234 1.809 2.481 -0.09 0.04 -0.26
C 1.515 1.871 2.618 0.17 0.03 0.14
C 2.038 2.081 3.924 -0.06 0.00 0.12
C 3.380 2.197 4.163 -0.02 -0.01 -0.04
C 4.314 2.132 3.113 -0.01 0.00 0.06
C 3.848 1.949 1.840 0.00 0.00 -0.05
C 2.472 1.807 1.566 0.15 0.02 0.00
C 2.038 1.621 0.208 -0.16 -0.09 -0.13
N 0.922 1.021 -0.135 0.12 0.08 -0.20
C 0.770 1.174 -1.552 -0.01 0.06 0.02
C 2.092 1.696 -2.127 -0.01 -0.01 0.08
N 2.725 2.094 -0.878 0.00 -0.02 -0.03
H 1.315 2.117 4.730 0.05 0.00 -0.03
H 3.729 2.331 5.180 -0.01 0.00 0.00
H 5.374 2.213 3.309 -0.01 -0.01 0.00
H 4.563 1.864 1.028 -0.02 0.00 0.00
H 0.377 0.279 -2.027 0.00 -0.09 0.04
H 2.728 1.033 -2.716 -0.02 -0.02 -0.04
H 3.658 2.455 -0.806 -0.02 0.03 0.03
F 4.391 -4.132 -3.714 -0.02 0.01 0.01
C 3.238 -3.718 -3.151 -0.02 0.01 0.02
C 2.090 -4.470 -3.345 -0.01 -0.02 -0.01
C 0.912 -4.045 -2.769 0.01 0.01 0.01
C 0.854 -2.858 -1.995 0.10 -0.06 -0.07
C -0.341 -2.411 -1.422 -0.10 -0.04 -0.09
C 2.063 -2.136 -1.819 -0.04 0.08 0.00
C 3.243 -2.560 -2.389 0.02 0.01 -0.01
H 2.140 -5.375 -3.936 -0.01 0.01 0.01
H 0.007 -4.624 -2.907 0.02 0.01 0.00
H -0.372 -1.472 -0.889 -0.01 -0.01 0.15
H -1.256 -2.984 -1.512 0.04 0.03 -0.01
H 2.053 -1.248 -1.192 -0.02 -0.06 -0.06
H 4.171 -2.022 -2.246 -0.01 0.00 0.00
```
Positions in Å, forces in eV/Å.